1.
{"formula": "C6H12AsF6O6Tl", "method": "wB97M-V/def2-TZVPD", "charge": 2, "homo_lumo_gap_ev": 0.984, "largest_force_ev_per_a": 3.8, "multiplicity": 1, "total_energy_ha": -3693.77180, "lumo_energy_ev": -14.43, "e_homo_ev": -15.4, "species": ["Tl", "As", "F", "F", "F", "F", "F", "F", "O", "O", "O", "O", "O", "O", "C", "C", "C", "C", "C", "C", "H", "H", "H", "H", "H", "H", "H", "H", "H", "H", "H", "H"], "xyz": [[-2.35, -1.77, -0.26], [-1.46, -3.55, 7.22], [-2.11, -5.21, 7.19], [-2.00, -3.45, 5.47], [-3.01, -2.78, 7.75], [-0.93, -3.81, 8.95], [0.18, -4.12, 6.75], [-0.83, -1.89, 7.29], [5.05, 0.66, 3.93], [-3.66, -0.63, -8.26], [-3.61, 1.68, -8.12], [2.85, 0.49, 3.14], [4.09, 2.29, 3.06], [-2.92, 0.36, -6.34], [-4.64, -0.66, -9.28], [-3.46, 0.49, -7.44], [3.93, 1.06, 3.34], [5.06, 3.21, 3.56], [5.03, -0.61, 4.62], [-3.04, 2.85, -7.51], [4.90, 4.15, 3.04], [4.95, 3.31, 4.64], [-3.06, 3.66, -8.24], [4.27, -0.52, 5.39], [-5.58, -0.54, -8.75], [6.07, 2.86, 3.31], [-4.59, -1.62, -9.79], [-2.01, 2.72, -7.17], [-3.48, 3.24, -6.60], [5.99, -0.67, 5.14], [4.93, -1.41, 3.89], [-4.56, 0.20, -9.95]]}

2.
{"formula": "C21H23N3O4", "method": "wB97M-V/def2-TZVPD", "homo_lumo_gap_ev": 8.669, "largest_force_ev_per_a": 0.8, "multiplicity": 1, "total_energy_ha": -1279.25466, "smiles": "CCC1=NNC(=O)[C@@H](CC(=O)Nc2ccccc2)c2cc(OC)c(OC)cc21", "lumo_energy_ev": 0.44, "e_homo_ev": -8.2, "relative_energy_kcal_mol": 61.7, "species": ["O", "O", "O", "O", "N", "N", "N", "C", "C", "C", "C", "C", "C", "C", "C", "C", "C", "C", "C", "C", "C", "C", "C", "C", "C", "C", "C", "C", "H", "H", "H", "H", "H", "H", "H", "H", "H", "H", "H", "H", "H", "H", "H", "H", "H", "H", "H", "H", "H", "H", "H"], "xyz": [[1.91, -0.79, 3.32], [3.17, -3.25, -0.71], [1.76, 2.67, 0.21], [0.04, 3.02, -1.70], [0.16, -2.92, -2.54], [1.42, -3.18, -2.12], [-0.11, -0.85, 2.26], [1.66, -2.32, 1.49], [1.25, 1.55, -0.33], [-1.87, 2.78, 3.33], [1.56, 0.26, 0.08], [-2.34, 2.06, 2.25], [-0.47, -1.83, -2.29], [1.18, -1.24, 2.46], [-2.45, -3.07, -3.25], [-0.25, 0.63, -1.98], [0.31, 1.73, -1.37], [-1.84, -1.71, -2.90], [-0.89, 3.28, -2.71], [1.10, -2.23, 0.07], [0.06, -0.67, -1.56], [-0.23, 1.08, 3.77], [2.02, -2.93, -0.93], [0.93, -0.84, -0.48], [-1.75, 0.85, 1.92], [-0.82, 2.29, 4.08], [2.62, 2.55, 1.32], [-0.69, 0.36, 2.67], [-1.88, 2.87, -2.47], [-0.45, 2.85, 4.93], [-0.61, -1.30, 1.51], [-3.16, 2.43, 1.65], [-2.33, 3.73, 3.59], [-0.93, 0.76, -2.81], [-0.96, 4.37, -2.78], [-3.44, -2.93, -3.69], [1.41, -3.30, 1.92], [-2.11, 0.29, 1.06], [0.59, 0.70, 4.35], [-0.56, 2.88, -3.68], [2.15, 2.02, 2.15], [-2.49, -1.18, -2.21], [-1.82, -3.59, -3.96], [0.13, -2.76, 0.01], [2.75, -2.27, 1.46], [1.90, -3.83, -2.73], [3.56, 2.05, 1.05], [2.85, 3.58, 1.62], [2.28, 0.11, 0.86], [-2.55, -3.68, -2.36], [-1.77, -1.12, -3.82]]}

3.
{"formula": "C15H15MgN2O6", "method": "wB97M-V/def2-TZVPD", "charge": 1, "homo_lumo_gap_ev": [5.466, 5.440], "largest_force_ev_per_a": 4.9, "multiplicity": 1, "total_energy_ha": -1341.28609, "lumo_energy_ev": [-4.63, -4.65], "e_homo_ev": [-10.1, -10.1], "relative_energy_kcal_mol": 47.5, "species": ["Mg", "O", "O", "O", "O", "O", "O", "N", "N", "C", "C", "C", "C", "C", "C", "C", "C", "C", "C", "C", "C", "C", "C", "C", "H", "H", "H", "H", "H", "H", "H", "H", "H", "H", "H", "H", "H", "H", "H"], "xyz": [[1.57, 2.81, -1.36], [4.95, 2.56, -1.97], [2.13, 0.14, -6.71], [-0.81, 4.15, -4.00], [0.15, 0.26, 2.53], [2.18, 5.17, -4.20], [1.41, 5.77, 0.25], [-0.90, -1.75, 2.29], [0.16, 1.23, -1.36], [-0.65, -0.25, 0.36], [0.74, -2.32, 4.10], [1.69, 4.22, -3.57], [-1.78, -0.59, -0.39], [0.28, 0.65, -0.13], [0.24, 3.99, -3.50], [1.55, 0.62, -5.85], [-0.88, 0.82, -2.14], [3.92, 2.33, -1.51], [-1.01, -2.97, 1.48], [1.33, 4.73, -0.23], [-1.87, -0.07, -1.68], [-2.33, -3.72, 1.73], [-0.71, -2.02, 3.73], [-0.43, -0.56, 1.80], [-0.93, -2.68, 0.43], [-0.92, 1.23, -3.17], [1.15, -3.15, 3.50], [-2.48, -4.51, 0.99], [-0.16, -3.65, 1.68], [-2.36, -4.19, 2.72], [0.82, -2.57, 5.16], [2.29, 3.35, -3.00], [-2.51, -1.25, 0.04], [1.32, -1.41, 3.90], [-3.18, -3.03, 1.67], [-2.69, -0.32, -2.34], [-1.39, -2.85, 3.95], [1.14, 0.94, 0.49], [-1.02, -1.13, 4.28]]}

4.
{"formula": "C3H8N2OS", "method": "wB97M-V/def2-TZVPD", "homo_lumo_gap_ev": 8.872, "largest_force_ev_per_a": 4.0, "multiplicity": 1, "total_energy_ha": -701.87625, "lumo_energy_ev": 0.88, "e_homo_ev": -8.0, "relative_energy_kcal_mol": 126.3, "species": ["S", "O", "N", "N", "C", "C", "C", "H", "H", "H", "H", "H", "H", "H", "H"], "xyz": [[-0.19, -0.69, 0.43], [-0.67, -1.56, -0.71], [-2.50, 0.85, 0.10], [-3.31, 0.04, -0.14], [1.97, 0.29, -0.34], [0.57, 0.88, -0.15], [1.68, -0.79, 0.65], [-3.08, -0.99, -0.38], [2.42, -0.12, -1.35], [-4.35, 0.37, -0.19], [-0.01, 1.36, -0.95], [2.21, -1.70, 0.48], [2.63, 1.02, 0.16], [2.00, -0.48, 1.66], [0.62, 1.52, 0.72]]}

5.
{"formula": "C13H17BCl8F6N2O8P", "method": "wB97M-V/def2-TZVPD", "charge": 1, "homo_lumo_gap_ev": 8.712, "largest_force_ev_per_a": 1.5, "multiplicity": 1, "total_energy_ha": -5863.85543, "lumo_energy_ev": -3.79, "e_homo_ev": -12.5, "species": ["Cl", "Cl", "Cl", "Cl", "Cl", "Cl", "Cl", "Cl", "P", "F", "F", "F", "F", "F", "F", "O", "O", "O", "O", "O", "O", "O", "O", "N", "N", "C", "C", "C", "C", "C", "C", "C", "C", "C", "C", "C", "C", "C", "B", "H", "H", "H", "H", "H", "H", "H", "H", "H", "H", "H", "H", "H", "H", "H", "H", "H"], "xyz": [[-1.38, 5.55, -1.68], [4.88, -3.85, 6.51], [4.60, -5.01, 1.93], [3.80, -0.79, 2.82], [1.75, -4.67, 1.30], [2.78, -4.77, 4.70], [0.90, -1.19, 2.87], [-2.92, 4.32, -3.85], [0.32, -1.24, -0.31], [-4.45, -1.29, -1.08], [-2.47, -0.53, -0.58], [-3.70, 0.09, -3.76], [-3.47, 1.94, -1.90], [-5.41, 0.97, -1.78], [-3.37, -1.97, -3.13], [1.88, -1.53, -0.50], [1.08, 3.48, -2.53], [-4.29, 2.69, 0.45], [-0.22, -2.45, -1.22], [1.69, 2.42, 2.30], [-1.06, -1.34, -3.92], [-4.55, 0.56, 1.07], [-0.35, 1.79, 1.23], [-0.40, 1.65, -3.01], [0.16, 0.23, -1.45], [0.58, 2.26, -2.26], [-3.53, -0.38, -1.42], [3.45, -4.88, 6.33], [-4.35, 1.38, 0.25], [-1.53, -0.59, -3.15], [-3.06, -0.70, -2.87], [2.45, -1.62, 3.61], [1.86, 1.59, -0.12], [-0.62, 0.43, -2.52], [0.91, 1.39, -1.25], [-4.18, 1.00, -1.23], [-1.46, 5.20, -3.42], [3.42, -4.32, 0.83], [1.04, 1.94, 1.22], [1.06, 3.98, -1.71], [2.23, -1.17, -1.33], [2.43, -1.33, 4.66], [-0.81, 2.60, 1.00], [2.59, -2.69, 3.52], [-0.83, 2.07, -3.82], [3.55, -3.24, 0.83], [-0.60, 4.59, -3.68], [1.09, 2.91, 2.86], [2.51, 0.73, 0.02], [-1.42, 6.14, -3.95], [3.59, -4.72, -0.16], [3.73, -5.91, 6.52], [2.70, -4.55, 7.04], [-3.89, 2.85, 1.32], [-1.19, -2.47, -1.24], [2.48, 2.45, -0.34]]}

6.
{"formula": "C23H21BrN2O12SSr", "method": "wB97M-V/def2-TZVPD", "charge": -2, "homo_lumo_gap_ev": 5.889, "largest_force_ev_per_a": 3.2, "multiplicity": 1, "total_energy_ha": -4904.70285, "lumo_energy_ev": 3.68, "e_homo_ev": -2.2, "species": ["Sr", "Br", "S", "O", "O", "O", "O", "O", "O", "O", "O", "O", "O", "O", "O", "N", "N", "C", "C", "C", "C", "C", "C", "C", "C", "C", "C", "C", "C", "C", "C", "C", "C", "C", "C", "C", "C", "C", "C", "C", "H", "H", "H", "H", "H", "H", "H", "H", "H", "H", "H", "H", "H", "H", "H", "H", "H", "H", "H", "H", "H"], "xyz": [[-0.45, -1.08, 0.22], [-3.32, 4.64, -6.96], [-1.13, -2.62, 2.81], [-0.75, -2.89, -1.65], [-1.40, 3.80, 5.39], [-2.16, -2.00, 1.89], [0.18, -2.75, 2.08], [-1.56, 0.63, -1.31], [-0.79, 0.79, 1.80], [1.61, -0.40, 1.64], [0.27, 1.34, -2.46], [-1.09, -1.94, 4.11], [1.08, -4.08, -5.58], [-0.51, -3.74, -3.67], [3.17, -3.35, -5.93], [1.88, -1.86, -1.85], [3.31, -2.06, -3.57], [2.19, -2.78, -3.91], [-3.56, 3.28, -4.38], [2.14, -3.42, -5.24], [-1.00, 1.29, -2.22], [-1.30, 1.97, 3.77], [3.11, -1.54, -2.36], [-0.87, 2.62, 4.91], [-1.60, -4.38, 2.98], [-0.82, 2.71, -4.28], [-1.33, 3.46, -5.31], [-0.49, 1.08, 3.00], [-2.71, 4.13, 4.96], [1.33, -2.65, -2.78], [2.57, -1.19, 3.67], [0.36, 2.15, 5.50], [-0.06, -3.13, -2.66], [-1.73, 2.17, -3.30], [1.11, 1.15, 4.88], [-3.08, 2.60, -3.28], [1.65, -0.33, 2.86], [-2.71, 3.71, -5.40], [4.12, -0.78, -1.64], [0.75, 0.59, 3.63], [-1.80, -4.57, 1.91], [2.21, -1.38, 4.69], [0.32, -3.97, -4.76], [3.66, 0.13, -1.23], [-2.49, -4.53, 3.59], [-2.99, 5.09, 5.41], [4.95, -0.52, -2.29], [-3.46, 3.35, 5.24], [-2.75, 4.28, 3.86], [-2.21, 2.30, 3.24], [4.52, -1.35, -0.80], [1.93, 0.75, 5.42], [-3.77, 2.25, -2.48], [2.81, -2.09, 3.06], [-0.73, -4.91, 3.36], [-0.59, 3.92, -5.98], [-4.61, 3.56, -4.45], [0.24, 2.50, -4.10], [0.73, 2.66, 6.42], [3.55, -0.64, 3.75], [4.09, -1.96, -4.23]]}